# 1
{"formula": "C42H47AlAs2NO3STe", "method": "ωB97M-V with the def2-TZVPD basis set", "species": ["C", "C", "C", "H", "C", "H", "C", "H", "H", "S", "C", "H", "H", "H", "H", "H", "C", "H", "H", "C", "C", "H", "H", "H", "H", "H", "H", "H", "H", "C", "C", "C", "C", "C", "H", "H", "H", "C", "H", "C", "C", "C", "C", "C", "As", "C", "H", "H", "C", "H", "H", "H", "C", "Te", "C", "C", "H", "C", "C", "H", "H", "H", "C", "H", "H", "H", "N", "C", "As", "C", "C", "H", "C", "H", "C", "C", "O", "H", "C", "C", "C", "C", "Al", "O", "C", "H", "C", "H", "H", "C", "H", "H", "H", "H", "H", "C", "H", "O"], "positions_angstrom": [[-1.711, -2.489, -2.992], [5.794, 4.589, -0.932], [-3.400, 0.451, -1.766], [-2.861, -2.209, -6.166], [5.414, 3.347, -0.453], [6.054, -3.457, 1.212], [-5.548, -0.932, 2.514], [-3.774, 2.316, 2.269], [-0.248, 0.933, 5.416], [1.046, 1.425, 3.004], [-0.694, 1.486, 3.400], [2.759, 6.068, -1.064], [-5.216, -0.926, 3.552], [-1.432, -0.509, -5.787], [-4.362, 1.830, 4.633], [-2.426, 0.679, -2.196], [-2.706, -2.633, -5.179], [4.194, -0.833, -0.786], [4.225, 1.558, 2.867], [2.886, -1.550, 2.305], [-3.340, 1.728, 4.292], [-3.259, -2.349, 2.805], [3.824, -1.382, 4.224], [2.000, -1.018, 2.622], [-1.512, -3.707, 1.941], [6.838, 4.793, -1.135], [1.196, 5.846, 1.192], [5.675, 1.573, 1.831], [5.125, 6.541, -1.526], [-2.258, -3.737, -2.669], [-4.368, -0.302, 0.380], [-1.032, 1.221, 4.727], [-1.489, 2.132, 1.051], [-3.016, 1.997, 2.973], [-5.211, 0.334, 0.129], [6.172, 2.590, -0.288], [-6.139, -0.032, 2.339], [-2.340, 1.331, 5.168], [5.587, 0.266, -0.707], [4.074, 3.068, -0.187], [4.512, 0.204, -0.870], [4.713, 1.098, 2.010], [3.106, 4.051, -0.407], [-3.297, -0.370, -0.507], [1.237, 3.627, -0.040], [2.984, -2.030, 1.005], [4.849, 0.034, 2.207], [-0.738, 4.343, -1.375], [-1.269, -0.654, -4.720], [-3.757, -5.549, -6.088], [-3.987, -0.074, -2.525], [-0.977, -4.233, -1.015], [5.166, -2.919, 1.520], [-0.608, -1.247, -1.589], [1.870, -1.846, -0.007], [-3.058, -4.383, -3.605], [0.701, 4.293, -2.421], [-1.710, 1.862, 2.512], [3.919, -1.755, 3.212], [-1.690, 0.208, -4.198], [4.174, -3.132, -0.380], [-0.436, -2.331, 2.184], [-1.901, -1.949, -4.271], [-3.887, 1.401, -1.550], [-0.451, -3.167, 0.640], [-2.114, -5.502, -1.465], [1.037, -0.824, 0.134], [-4.174, -4.568, -5.849], [3.574, 1.288, 0.444], [3.501, 5.298, -0.890], [-1.081, -2.828, 1.458], [-0.143, 4.785, 1.712], [-3.306, -3.842, -4.859], [-6.207, -1.793, 2.381], [-2.184, -1.905, 1.015], [-4.376, -1.003, 1.575], [1.808, -2.694, -0.922], [5.873, -2.586, 3.522], [4.127, -2.732, 0.624], [-1.993, -4.423, -1.358], [0.916, 4.828, 1.460], [5.064, -2.431, 2.819], [0.939, 0.824, 0.849], [-2.037, 3.060, 0.490], [-2.202, -1.182, -0.186], [-2.574, 1.117, 6.203], [4.834, 5.568, -1.151], [0.442, 5.678, -1.332], [-2.681, -4.080, -0.583], [-3.275, -1.790, 1.873], [-3.485, -5.348, -3.349], [-5.176, -4.730, -5.448], [4.270, 0.577, -1.864], [-4.269, -4.007, -6.778], [1.496, 4.490, 2.317], [0.317, 4.603, -1.451], [-0.192, -0.643, -4.545], [-0.714, 1.278, 0.419]], "forces_ev_per_a": [[-0.1, 0.0, 0.0], [0.0, 0.0, 0.0], [0.0, 0.0, 0.0], [0.0, 0.0, 0.0], [0.0, 0.0, 0.0], [0.0, 0.0, 0.0], [0.0, 0.0, 0.0], [0.0, 0.0, 0.0], [0.0, 0.0, 0.0], [-0.1, 0.0, 0.0], [0.0, 0.0, 0.0], [0.0, 0.0, 0.0], [0.0, 0.0, 0.0], [0.0, 0.0, 0.0], [0.0, 0.0, 0.0], [0.0, 0.0, 0.1], [0.0, 0.0, 0.0], [0.1, 0.2, -0.1], [0.0, 0.0, 0.0], [0.0, -0.2, 0.0], [0.0, 0.0, 0.0], [0.0, 0.0, 0.0], [0.0, 0.0, 0.0], [0.0, -0.1, 0.0], [0.0, 0.0, 0.0], [0.0, 0.0, 0.0], [0.0, 0.0, 0.0], [0.0, 0.0, 0.0], [0.0, 0.0, 0.0], [0.0, 0.0, -0.1], [0.0, 0.0, 0.0], [0.0, 0.0, 0.0], [0.0, 0.0, 0.0], [0.0, 0.0, 0.0], [0.0, 0.0, 0.0], [0.0, 0.0, 0.0], [0.0, 0.0, 0.0], [0.0, 0.0, 0.0], [0.0, 0.0, 0.0], [0.0, 0.0, 0.0], [-0.1, 0.0, -0.1], [0.1, 0.0, -0.1], [0.0, 0.0, 0.0], [0.0, 0.0, 0.0], [0.0, 0.0, 0.0], [0.0, -0.1, 0.2], [0.1, 0.3, -0.1], [0.0, 0.0, 0.0], [0.0, 0.0, 0.0], [0.0, 0.0, 0.0], [0.0, 0.0, 0.0], [0.0, 0.0, 0.0], [0.0, 0.0, 0.0], [0.1, 0.1, 0.1], [0.1, -0.1, -0.2], [0.0, 0.0, 0.0], [0.0, 0.0, 0.0], [0.0, 0.0, 0.0], [-0.1, -0.3, 0.1], [0.0, 0.0, 0.0], [0.0, 0.0, 0.0], [0.0, 0.0, 0.0], [0.0, 0.0, 0.0], [0.0, 0.0, 0.0], [0.1, 0.1, 0.0], [0.0, 0.0, 0.0], [-0.3, -0.2, -0.1], [0.0, 0.0, 0.0], [0.0, 0.0, 0.1], [0.0, 0.0, 0.0], [0.1, 0.1, 0.0], [0.0, 0.0, 0.0], [0.0, 0.0, 0.0], [0.0, 0.0, 0.0], [-0.1, 0.0, -0.1], [0.0, 0.0, 0.0], [-0.1, 0.1, 0.2], [0.0, 0.0, 0.0], [0.0, -0.1, 0.1], [0.0, 0.0, 0.0], [0.0, 0.0, 0.0], [-0.1, 0.0, 0.1], [0.1, 0.1, 0.0], [0.0, 0.0, 0.0], [0.0, -0.1, 0.0], [0.0, 0.0, 0.0], [0.0, 0.0, 0.0], [0.0, 0.0, 0.0], [0.0, 0.0, 0.0], [0.0, 0.0, 0.0], [0.0, 0.0, 0.0], [0.0, 0.0, 0.0], [0.0, 0.0, 0.0], [0.0, 0.0, 0.0], [0.0, 0.0, 0.0], [0.0, 0.0, 0.0], [0.0, 0.0, 0.0], [0.0, 0.0, 0.1]], "total_charge": 0, "homo_energy_ev": [-7.01, -7.89], "gap_ev": [7.387, 7.012], "e_lumo_ev": [0.4, -0.9], "multiplicity": 2, "de_lowest_kj_mol": 0.0}

***

# 2
{"formula": "C28H40EuNO2", "method": "ωB97M-V with the def2-TZVPD basis set", "species": ["C", "H", "C", "H", "H", "C", "C", "C", "C", "Eu", "H", "C", "H", "H", "C", "H", "H", "H", "H", "C", "H", "H", "O", "C", "H", "C", "H", "H", "C", "C", "H", "C", "H", "C", "H", "H", "C", "H", "C", "H", "H", "H", "C", "H", "H", "C", "H", "H", "C", "C", "C", "N", "H", "C", "H", "H", "H", "C", "C", "H", "H", "H", "H", "O", "C", "C", "H", "H", "H", "H", "H", "C"], "positions_angstrom": [[1.366, -0.282, -3.886], [-0.761, 5.271, -3.822], [1.831, -5.188, 2.841], [-2.508, 3.766, -2.310], [1.420, -1.373, -4.010], [1.645, 1.635, 2.648], [-1.970, -0.094, 0.859], [0.479, -3.008, 0.970], [0.556, 3.744, -2.910], [-0.005, 1.986, 0.030], [-2.564, 4.317, -0.610], [1.506, 0.228, 2.853], [0.871, 1.016, -2.209], [-1.876, -5.286, 1.722], [0.456, -2.976, -0.389], [-0.388, -3.948, -2.153], [0.230, -4.489, 5.705], [0.576, -0.389, -5.955], [-2.992, 1.410, -0.497], [2.286, 0.527, 0.713], [-1.306, -0.812, 2.869], [2.476, 2.791, 0.892], [-0.491, 1.009, -4.852], [0.409, 0.147, -2.744], [1.237, -0.259, 3.792], [-1.582, 0.019, 2.218], [1.812, -5.322, 5.395], [-0.063, -2.826, 3.692], [-2.229, 4.576, -1.622], [-2.477, 1.181, 0.440], [-1.540, 1.761, 3.626], [-0.231, -3.835, 3.254], [2.636, -5.561, 3.496], [-0.184, 5.665, -0.507], [2.380, 0.099, -3.695], [2.664, 0.322, -0.295], [-0.069, 5.135, -2.981], [0.208, -0.664, -2.026], [0.768, -5.206, 5.061], [1.045, -2.264, -0.964], [0.913, 5.567, -0.437], [0.203, 3.025, -3.667], [-1.235, -4.729, -0.299], [-1.195, -4.200, 3.646], [-1.964, -1.021, 0.280], [-2.235, 2.114, 1.514], [-1.906, -5.445, -0.775], [1.458, 1.102, -5.565], [2.212, 1.832, 1.355], [1.813, -0.435, 1.645], [-0.726, 4.791, -1.624], [0.778, -4.740, 3.702], [-0.427, 6.719, -0.701], [-1.714, 1.369, 2.618], [-2.764, 5.489, -1.918], [1.394, 2.408, 3.379], [-1.398, 1.435, -3.004], [-0.863, 0.598, -3.506], [0.759, 0.353, -5.162], [-1.586, -0.242, -3.558], [-0.650, 5.391, 0.451], [1.659, -1.505, 1.459], [0.689, 5.922, -2.927], [-0.061, 3.438, -1.558], [-0.313, -3.802, 1.746], [-1.227, -4.669, 1.092], [-2.451, 3.189, 1.497], [0.276, -6.194, 5.159], [1.501, -6.015, 2.179], [2.191, -4.363, 2.204], [1.654, 3.693, -2.804], [-0.402, -3.898, -1.061]], "forces_ev_per_a": [[-0.2, 0.1, 0.0], [0.3, 0.1, 0.3], [0.0, -0.2, 0.0], [0.1, 0.3, 0.2], [0.0, 0.3, 0.2], [0.6, -0.6, -0.1], [-0.6, 0.5, 0.2], [-0.5, -0.3, -0.2], [0.2, -0.8, 0.3], [-0.1, -3.2, 3.2], [0.0, -0.1, -0.2], [0.1, 0.5, -0.5], [-0.2, -0.6, -0.4], [0.2, 0.1, -0.4], [-0.6, -0.6, -1.2], [-0.1, 0.0, 0.4], [0.3, -0.2, -0.1], [0.1, 0.1, 0.3], [0.2, -0.1, 0.2], [-0.3, 0.8, 0.1], [0.2, 0.4, -0.4], [0.2, -0.3, 0.3], [0.7, -0.5, 1.5], [0.0, 0.5, -0.5], [-0.2, 0.2, -0.4], [-0.2, 0.5, -0.3], [-0.4, 0.1, 0.2], [-0.2, -0.1, -0.4], [0.0, 0.2, 0.1], [0.3, 0.1, 0.4], [0.1, -0.2, -0.6], [-0.4, 0.2, 0.4], [-0.1, 0.2, -0.5], [-0.2, -0.1, 0.3], [-0.3, -0.3, -0.1], [0.0, 0.1, 0.4], [0.1, -0.7, 0.1], [0.0, 0.5, -0.2], [-0.1, -0.1, -0.2], [0.1, -0.2, 0.1], [-0.4, 0.0, 0.0], [0.1, 0.2, 0.4], [0.0, -0.1, -0.2], [0.0, 0.3, -0.2], [-0.1, 0.3, 0.2], [-0.4, -0.6, -0.1], [0.2, 0.3, -0.1], [-0.4, -0.1, 0.0], [0.0, -0.8, -0.1], [0.2, 0.7, 0.3], [0.0, 0.4, 0.0], [0.6, -0.3, 0.3], [0.0, -0.3, 0.0], [-0.3, 0.0, -0.5], [0.2, -0.2, 0.0], [0.3, -0.3, -0.3], [0.4, -0.4, -0.4], [-0.6, -0.1, 0.1], [0.2, 0.2, -0.4], [0.4, 0.3, -0.1], [0.2, 0.1, -0.1], [0.4, 0.5, 0.2], [-0.4, 0.0, 0.0], [0.3, 3.0, -3.6], [-1.0, -0.5, 0.5], [0.9, 0.6, 0.2], [-0.2, -0.4, 0.2], [0.0, 0.2, 0.2], [0.3, 0.2, 0.1], [0.2, -0.4, 0.2], [-0.5, 0.1, -0.1], [0.4, 0.4, 0.7]], "total_charge": 0, "homo_energy_ev": [-6.20, -5.54], "gap_ev": [6.263, 5.588], "e_lumo_ev": [0.1, 0.0], "multiplicity": 7, "de_lowest_kj_mol": 398.2}

***

Number 1: electronic energy -7289.42817 hartree. Number 2: electronic energy -2006.13617 hartree.